(1)
The following is a quantum chemistry calculation of C30H42BN8O2RbS3 as an isolated structure, from the OMol25 dataset.

For the LUMO energy (spin up / spin down), the calculation gives 3.54 / 3.57 eV. As for the energy above the lowest of the compared OMol25 structures with the same formula, charge and spin: 29.2 kcal per mole. For the HOMO energy (spin up / spin down), the calculation gives 1.9469 / -0.3757 eV. The charge is -2.

Element x y z (Å)
1 Rb 0.1950 -1.4240 1.1545
2 C 1.7265 -6.0936 2.7491
3 C 0.8030 -5.0920 2.4023
4 N 1.4162 -4.0405 1.8390
5 N 2.8124 -4.3695 1.8123
6 C 2.9874 -5.5325 2.4773
7 B 3.8582 -3.5023 1.1232
8 N 3.4675 -3.2706 -0.3826
9 C 3.9640 -3.9184 -1.4946
10 C 3.0621 -3.6933 -2.5497
11 C 2.1870 -2.7554 -2.0344
12 N 2.3298 -2.5994 -0.7173
13 N 3.9840 -2.0859 1.7869
14 C 5.1635 -1.6993 2.2916
15 C 4.9932 -0.5573 3.0298
16 C 3.5878 -0.3884 3.0317
17 N 2.9773 -1.2739 2.2834
18 H 1.4896 -7.0382 3.2523
19 H -0.2650 -5.0016 2.6507
20 H 3.9629 -6.0269 2.5378
21 H 4.8737 -4.1152 1.1515
22 H 4.8387 -4.5476 -1.4066
23 H 3.0805 -4.0930 -3.5345
24 H 1.5502 -2.0858 -2.5523
25 H 6.0426 -2.2506 2.0287
26 H 5.7715 -0.0221 3.5258
27 H 3.0022 0.3376 3.5188
28 C -3.7599 -1.9442 4.7906
29 C -2.3948 -2.2059 4.2204
30 S -2.1923 -3.3116 2.9432
31 C -1.2696 -1.4593 4.8921
32 C -0.6760 -2.0370 6.2047
33 S -0.7080 0.0512 4.4589
34 H -4.5134 -2.3849 4.0988
35 H -3.9718 -0.8627 4.7398
36 H -3.8855 -2.3757 5.7956
37 H -0.5963 -3.1613 6.1389
38 H -1.3245 -1.6495 7.0430
39 H 0.2212 -1.4649 6.3399
40 C -5.0472 0.7734 -3.4725
41 N -3.9726 0.7033 -2.4239
42 N -2.9019 -0.1661 -2.5793
43 C -2.4395 -0.5408 -1.3381
44 O -1.4881 -1.2902 -1.0891
45 C -3.2416 0.2341 -0.3740
46 C -4.1620 1.0061 -1.1192
47 C -5.2344 1.9166 -0.6175
48 C -2.2262 -0.3146 -3.8303
49 C -2.2407 0.6259 -4.8344
50 C -1.7235 0.3125 -6.0656
51 C -1.0832 -0.9121 -6.3173
52 C -1.1283 -1.8656 -5.3012
53 C -1.6208 -1.5435 -4.0237
54 H -5.8430 1.4677 -3.1905
55 H -5.4583 -0.2123 -3.6583
56 H -4.6224 1.1266 -4.3858
57 H -3.2113 0.1424 0.7048
58 H -5.2891 1.8327 0.5426
59 H -6.2068 1.6689 -1.0549
60 H -4.9529 2.8857 -0.9389
61 H -2.7099 1.6123 -4.6204
62 H -1.8143 1.0440 -6.9017
63 H -0.5843 -1.1287 -7.2340
64 H -0.8602 -2.8977 -5.4992
65 H -1.5471 -2.1900 -3.0811
66 C 2.7942 6.8833 0.9057
67 C 1.4933 6.1454 1.3118
68 C 1.6394 4.6349 1.3172
69 S 1.9258 3.6648 -0.2969
70 O 1.3720 2.2892 -0.1059
71 C 1.0257 4.6443 -1.6557
72 C 0.1773 3.8530 -2.5734
73 C -1.1182 3.3665 -1.9084
74 H 2.7838 7.9153 1.2852
75 H 2.9246 6.8868 -0.2017
76 H 3.7195 6.4498 1.2654
77 H 0.7659 6.5735 0.6217
78 H 1.2388 6.3816 2.3196
79 H 0.7515 4.1232 1.8217
80 H 2.5888 4.4153 1.8964
81 H 1.8598 5.1357 -2.1816
82 H 0.3984 5.4001 -1.1401
83 H 0.7931 3.0200 -2.8715
84 H 0.0076 4.3897 -3.4991
85 H -0.8712 2.6628 -1.0750
86 H -1.6160 2.7523 -2.6499
87 H -1.8353 4.0672 -1.5221

Force components x, y, z for each atom (eV/Å):
Rb 0.0065 -0.0666 0.0450
C 0.6633 0.1811 0.8525
C 0.6141 0.9760 -0.2007
N 1.6926 -1.1687 0.0496
N -2.7128 -0.0237 1.1552
C -0.7909 -1.1034 -1.1439
B -1.1644 0.9612 -0.7419
N -0.4730 -0.8580 -1.1530
C -1.4889 -0.0168 0.7178
C 1.8467 0.1868 0.8216
C -0.3706 -0.0983 1.1932
N 1.3466 0.5386 -0.3130
N -0.3843 -0.3711 0.9703
C -0.0211 0.4069 -0.5703
C -0.4075 -0.3743 0.3286
C 0.9505 -0.0030 -0.4124
N 0.7564 -1.2871 -0.7752
H 0.3151 0.5141 -0.2450
H 0.6064 -0.1658 -0.4184
H -0.3687 0.4645 0.0231
H 0.6170 0.0724 0.0750
H -0.1260 0.0154 -0.0310
H 0.2554 -0.0389 -0.5690
H -1.0441 0.0272 -0.3783
H 0.3034 -0.0740 0.0064
H 0.1011 0.3481 0.2939
H -0.5266 0.8351 0.5063
C -0.3674 -0.0750 -0.7815
C 0.6591 0.5154 0.4231
S 0.2730 0.3327 -0.0800
C -0.4628 -0.1310 0.1274
C -1.5065 0.2508 -0.5143
S -0.2848 -0.9342 -0.2847
H 0.5473 -0.0422 0.5839
H 0.0228 -0.0964 0.6205
H -0.2146 0.3490 0.0098
H 0.0161 1.3160 0.3532
H 0.2525 -0.9082 -0.6766
H 0.9073 -0.4102 0.1887
C 0.8012 -0.1637 0.9712
N -0.9636 1.6121 -1.6564
N -0.4511 0.3352 -0.6904
C 0.0764 0.6766 2.4545
O -0.2965 0.1251 -0.7784
C -1.1289 0.6525 -1.6365
C 1.6208 -2.6063 1.6457
C -0.1014 -1.5594 1.5800
C -0.2853 -0.7543 1.0641
C -1.0055 1.3640 0.4618
C 0.8683 0.4120 -1.6961
C -1.1107 0.2753 1.3440
C 0.0336 0.0150 0.7716
C 0.2743 -1.2489 0.5752
H 0.3474 -0.1706 0.2525
H -0.1884 -0.3118 0.1191
H 0.1386 0.2584 -0.5892
H 0.2397 0.0897 -0.2501
H 0.1186 0.3079 -2.1361
H 0.1141 0.0741 0.2135
H -0.0057 1.3709 -0.0403
H 0.4539 -0.8043 -0.4581
H 0.2377 -0.4691 0.8572
H -0.0665 -0.0879 -0.6697
H 0.5191 0.1474 0.1084
H -0.1891 0.5657 -1.8896
C -0.0038 0.1791 -0.5260
C 1.3682 0.2265 -1.2258
C -0.5344 -1.2255 0.1464
S 0.6611 0.1760 -0.1209
O -0.2935 0.7416 0.0150
C 0.1532 1.4284 1.8077
C -0.4598 -0.5981 0.4999
C 0.8662 -1.8136 0.0294
H -0.0953 -0.1598 -0.3528
H -0.2786 0.1841 0.6726
H 0.0576 -0.4010 0.4205
H -0.5666 -0.4808 0.3108
H -0.3504 0.5147 0.7430
H 1.1746 0.5420 -0.7314
H -1.1657 -0.1245 -0.6058
H -0.1974 -0.0712 0.2977
H 0.4547 -0.1492 -0.3179
H -0.1096 -0.8201 -0.2276
H -0.2323 0.4202 -0.0999
H -0.0783 0.6010 -0.5547
H -0.4699 -0.1424 -0.1025
H 0.0106 0.8221 -0.0613

Here are the Löwdin charges for atoms 1 to 8, given in e: 0.44 -0.10 -0.20 0.02 -0.03 -0.12 -0.54 -0.04

(2)
The following is a quantum chemistry calculation of C30H42Br2MoN2P2 as an isolated structure, from the OMol25 dataset.

For the LUMO energy (spin up / spin down), the calculation gives -13.02 / -15.01 eV. Its expectation value of S² is 2.045. For the HOMO energy (spin up / spin down), the calculation gives -19.1778 / -19.1668 eV. Its multiplicity is 3. The charge is +4.

Element x y z (Å)
1 C 0.5763 -2.8588 -5.3582
2 C -0.5827 -2.2016 -4.8844
3 C -1.5702 -1.8471 -5.8213
4 C -1.3969 -2.2196 -7.1457
5 N -0.3178 -2.8598 -7.5693
6 C 0.6469 -3.1784 -6.7307
7 C -0.7565 -1.8817 -3.4584
8 C -0.4635 -2.0231 -2.2342
9 C 0.6093 -2.2289 -1.3307
10 C 1.4014 -3.3483 -0.9882
11 C 2.7468 -3.1749 -0.5829
12 C 3.3798 -1.8944 -0.5375
13 C 2.5707 -0.8275 -1.0972
14 C 1.1147 -0.9251 -1.1228
15 Mo 0.4348 0.4246 0.3172
16 P -0.0958 -1.3353 1.9801
17 H -2.4576 -1.3072 -5.5160
18 H 1.4160 -3.1437 -4.7203
19 H -2.1569 -2.0021 -7.8801
20 H 1.5084 -3.7216 -7.1388
21 H 0.4114 -0.0916 -1.5083
22 H 0.9728 -4.3388 -1.0502
23 H 2.9361 -0.0611 -1.7622
24 H 3.3903 -4.0234 -0.4739
25 C -0.1020 -0.5197 3.6612
26 C -1.2182 -0.8710 4.6459
27 H -0.0786 0.5670 3.4954
28 H 0.8756 -0.8034 4.0807
29 H -1.0345 -0.2847 5.5545
30 H -2.2126 -0.5948 4.2721
31 H -1.2305 -1.9282 4.9370
32 C -1.8316 -1.8635 1.6979
33 C -2.0987 -3.0153 0.7490
34 H -2.3682 -0.9678 1.3529
35 H -2.1981 -2.0742 2.7040
36 H -3.1833 -3.1213 0.6799
37 H -1.7062 -2.8067 -0.2501
38 H -1.6928 -3.9661 1.1138
39 C 0.8033 -2.8742 2.4090
40 C 0.2046 -3.6747 3.5679
41 H 1.8309 -2.5589 2.6504
42 H 0.8619 -3.4726 1.4909
43 H 0.7854 -4.5971 3.6667
44 H 0.2947 -3.1370 4.5194
45 H -0.8415 -3.9567 3.4018
46 Br 5.0302 -1.5373 0.0796
47 P -1.0106 2.1279 0.3033
48 C -2.4104 1.6148 1.4112
49 C -3.2329 2.7669 2.0068
50 H -1.9307 1.0487 2.2302
51 H -3.0402 0.8775 0.8737
52 H -4.0918 2.3273 2.5362
53 H -2.6324 3.3158 2.7468
54 H -3.6279 3.4513 1.2359
55 C -0.3973 3.7252 1.0587
56 C -1.0921 5.0174 0.6443
57 H 0.6697 3.7256 0.7681
58 H -0.4087 3.5583 2.1534
59 H -0.5983 5.8268 1.1940
60 H -0.9419 5.2113 -0.4230
61 H -2.1502 5.0145 0.9061
62 C -1.4534 2.7323 -1.3772
63 C -2.8986 3.2541 -1.4257
64 H -1.2960 1.8703 -2.0642
65 H -0.7045 3.5107 -1.6538
66 H -3.1259 3.5259 -2.4762
67 H -3.6054 2.4630 -1.1316
68 H -3.0412 4.1593 -0.8077
69 Br 3.9841 3.2712 3.6721
70 C 3.6966 2.8241 1.8449
71 C 4.5919 3.1836 0.8436
72 C 4.3377 2.7270 -0.4534
73 C 3.0844 2.1435 -0.7281
74 N 2.2365 1.7699 0.2699
75 C 2.5892 2.0418 1.5595
76 H 5.4885 3.7550 1.1033
77 H 5.1117 2.7892 -1.2246
78 H 2.7667 1.8846 -1.7585
79 H 1.9260 1.6129 2.2965

Force components x, y, z for each atom (eV/Å):
C -0.5902 0.5795 1.9299
C -0.8697 0.6941 0.3802
C 0.4179 0.2438 2.6958
C 0.7643 -0.7610 -1.8492
N 0.2602 -0.3168 -0.9032
C -0.3653 -0.1793 -1.6246
C 1.9324 -1.6132 3.7819
C -1.6951 -1.0621 -5.6699
C 0.0391 0.4623 0.9667
C -0.0777 0.7659 -0.2193
C -0.3989 1.2549 -0.2269
C -3.7583 0.6051 -1.8102
C -0.7965 -1.0391 0.6704
C 3.2035 -1.0992 -0.7922
Mo 3.8171 -1.3186 1.6072
P -0.4651 -0.8616 1.8285
H -0.0115 -0.0186 0.0182
H -0.3868 0.1650 0.0096
H -0.1489 0.0347 -0.2332
H -0.2776 0.2003 0.1326
H 0.4028 -0.1955 -0.8147
H 0.1414 -0.0997 -0.2664
H 0.8105 0.4869 1.0339
H 0.0472 -0.5804 0.4875
C 0.4396 0.3934 -0.4935
C -0.3017 0.1146 0.1552
H 0.0293 -0.0311 0.2503
H -0.1677 0.2153 -0.1110
H -0.1044 -0.1427 -0.1572
H 0.2208 -0.0384 0.1305
H -0.0398 0.3874 -0.1818
C 0.0062 0.7491 -0.3326
C 0.0327 -0.2120 -0.0472
H -0.0522 -0.3096 0.1793
H -0.0496 -0.0175 -0.0261
H 0.1109 -0.1501 -0.1198
H -0.1895 -0.1839 0.1488
H -0.0362 0.2175 -0.1155
C 0.6571 0.1344 -0.9225
C -0.0176 0.0000 0.2025
H -0.1808 -0.1436 -0.0801
H -0.0045 -0.0040 0.3236
H -0.1125 0.1252 -0.0286
H -0.0129 -0.2462 -0.2984
H 0.2192 0.0791 0.0587
Br 1.3854 -0.0284 0.1473
P -2.6254 4.1491 -0.0392
C -0.2519 -0.6227 -0.3953
C -0.2162 0.1257 0.0103
H -0.1434 0.2309 -0.1977
H 0.1863 0.5052 0.1491
H 0.2705 0.1668 -0.1506
H -0.3073 -0.0296 -0.3210
H 0.1990 -0.3775 0.4892
C 0.9616 -1.0771 0.5966
C 0.2433 0.0219 0.0772
H -0.4228 0.3541 0.1314
H -0.0093 0.2438 -0.3825
H -0.1745 -0.0821 -0.1104
H -0.2149 0.0840 0.2701
H 0.2034 0.1776 -0.0948
C 0.1257 -0.6273 -0.2684
C -0.1836 0.2014 -0.7030
H -0.3082 0.5664 0.1875
H -0.4781 -0.5324 0.2551
H 0.0277 -0.0871 0.6054
H 0.1541 0.3783 -0.0392
H 0.0316 -0.6299 -0.3947
Br -0.0104 -0.0852 -0.7033
C -0.2528 -0.1160 1.3438
C 0.0615 -0.3366 -0.2163
C -0.7242 -0.0990 -0.0337
C 0.2381 -0.3003 0.0215
N 0.1412 -0.3576 0.3773
C 0.0174 0.2077 -1.5294
H -0.2502 -0.2780 -0.2002
H -0.5522 0.3601 0.1050
H 0.3634 0.4080 0.8191
H 0.0739 0.2015 0.5263

Here are the Löwdin charges for atoms 1 to 8, given in e: 0.13 -0.15 0.11 0.03 0.16 0.02 0.14 0.04